1.
Computed, not measured: 2 unconnected molecules or ions with the total composition C4H6ClN at a distorted geometry, with the ωB97M-V functional and the def2-TZVPD basis.

Structure (ORCA input):
```
! RIJCOSX wB97M-V def2-TZVPD def2/J DEFGRID3
* xyz 0 1
C 0.8225 -1.3752 -0.4767
C 0.0779 -0.1717 -0.3061
C -1.2164 0.2202 -0.8141
C 0.6723 0.8479 1.4346
N 1.2484 -0.4256 -1.1403
Cl 1.0322 -3.0077 -0.2368
H -1.5633 1.2525 -0.5516
H -2.1843 -0.3054 -0.6557
H -1.0503 0.1246 -2.0267
H -0.3605 0.9713 1.8701
H 1.2296 1.6570 1.0080
H 1.2918 0.2122 1.8953
*
```

LUMO level: 0.8 eV
HOMO-LUMO gap: 9.5998 eV
relative energy (zero: lowest compared OMol25 entry of this formula, charge and spin): 97.7 kcal per mole

Results of the Mulliken charge analysis, in e, for atoms 1 through 6:
1. C 0.01
2. C 1.01
3. C -1.10
4. C -1.07
5. N -0.57
6. Cl -0.14

***

2.
Computed, not measured: 3 unconnected molecules or ions with the total composition C3H13N2O3 at a distorted geometry, with the ωB97M-V functional and the def2-TZVPD basis.

Structure (ORCA input):
```
! RIJCOSX wB97M-V def2-TZVPD def2/J DEFGRID3
* xyz 1 1
C -0.3984 0.9422 0.5433
C 0.4695 -0.2257 1.0402
C 1.4997 -0.7224 0.0588
N 2.0793 -1.9340 0.2618
O 1.9785 -0.0569 -0.8643
N -0.4548 0.9552 -1.0314
H -0.2847 1.9640 0.8072
H -1.4036 0.7017 0.8990
H 0.9496 0.0654 1.9626
H -0.1427 -1.1089 1.2737
H 1.7483 -2.5873 0.9536
H 2.9233 -2.2561 -0.2321
H -1.1022 0.1956 -1.3111
H 0.4865 0.6491 -1.3228
H -0.7009 1.8873 -1.3652
H -2.6584 -1.8257 -2.8973
H -2.9557 -0.4042 -2.5967
O -2.2148 -1.0461 -2.5345
H -0.9783 2.4349 2.7196
H -2.0318 1.5346 3.3753
O -1.6898 1.8135 2.5186
*
```

LUMO level: -2.9 eV
HOMO-LUMO gap: 11.1316 eV
relative energy (zero: lowest compared OMol25 entry of this formula, charge and spin): 22.8 kcal per mole

Results of the Mulliken charge analysis, in e, for atoms 1 through 6:
1. C -0.45
2. C -0.70
3. C 0.60
4. N -0.38
5. O -0.71
6. N -0.22

***

3.
Computed, not measured: 2 unconnected molecules or ions with the total composition H2N2O2S at a distorted geometry, with the ωB97M-V functional and the def2-TZVPD basis.

Structure (ORCA input):
```
! RIJCOSX wB97M-V def2-TZVPD def2/J DEFGRID3
* xyz 0 1
N 0.6770 -1.3982 -0.2533
N -0.2414 -0.6870 -0.2539
O 2.6851 0.9429 0.4151
O -0.3090 0.6509 0.1649
S 3.0947 -0.4151 -0.1202
H -1.1466 -1.0582 -0.3827
H 0.6522 0.8473 0.4483
*
```

LUMO level (spin up / spin down): -1.3 / -1.3 eV
HOMO-LUMO gap (spin up / spin down): 7.4502 / 7.3995 eV
relative energy (zero: lowest compared OMol25 entry of this formula, charge and spin): 70.6 kcal per mole

Results of the Mulliken charge analysis, in e, for atoms 1 through 6:
1. N -0.57
2. N 0.41
3. O -0.46
4. O -0.42
5. S 0.36
6. H 0.25